{"formula": "C4H6N2Se", "method": "ωB97M-V/def2-TZVPD", "elements": ["C", "C", "C", "C", "N", "N", "Se", "H", "H", "H", "H", "H", "H"], "positions_angstrom": [[1.858, -0.499, 1.001], [2.390, 0.691, 0.538], [0.297, 0.521, 0.007], [-2.456, -0.237, -0.573], [0.539, -0.654, 0.646], [1.373, 1.295, -0.112], [-1.303, 1.369, -0.755], [2.313, -1.419, 1.319], [3.426, 0.974, 0.432], [-1.735, -0.885, -1.093], [-2.333, -0.463, 0.430], [-3.534, -0.232, -0.980], [1.271, 2.030, -0.767]], "atomic_forces_ev_per_a": [[0.0, -0.3, -0.9], [1.3, -1.6, 0.3], [-1.8, -1.8, 0.2], [0.5, 0.2, -2.4], [-0.7, 3.0, -0.9], [-0.9, -0.2, 0.1], [-0.2, -0.4, 0.5], [0.6, 0.4, 0.6], [-0.2, 0.2, 0.2], [-1.2, -0.5, -0.1], [-0.5, -0.5, 2.0], [2.1, 0.3, 0.6], [1.0, 1.1, -0.2]], "total_charge": 0, "relative_energy_kj_mol": 40.6, "lumo_ev": 0.5781}

---

{"formula": "C4H7NO", "method": "ωB97M-V/def2-TZVPD", "elements": ["C", "C", "C", "C", "N", "O", "H", "H", "H", "H", "H", "H", "H"], "positions_angstrom": [[1.127, 0.624, 0.467], [0.789, -1.456, -0.951], [-0.285, 0.506, -0.096], [-1.392, 0.057, 0.860], [2.005, 1.399, 0.186], [0.089, -0.310, -1.157], [0.705, -2.107, -1.878], [0.603, -2.042, 0.006], [-0.749, 1.453, -0.537], [-2.454, 0.306, 0.450], [-1.197, 0.411, 1.932], [-1.575, -1.006, 1.143], [2.333, 2.164, -0.424]], "atomic_forces_ev_per_a": [[0.0, 1.5, 0.6], [-1.3, -1.9, 0.3], [-0.8, 0.4, 0.2], [-1.9, -0.9, 1.5], [1.3, 0.4, 0.1], [-1.2, -0.8, -1.6], [0.6, 1.0, 1.1], [0.2, 1.0, -1.1], [1.3, -0.9, 0.2], [2.0, 0.2, 0.9], [-0.4, 0.4, -1.7], [1.0, 0.1, -0.9], [-0.9, -0.7, 0.5]], "total_charge": 0, "relative_energy_kj_mol": 616.5, "lumo_ev": [0.2071, 0.7246]}

---

{"formula": "C32H78B3F12N4O3", "method": "ωB97M-V/def2-TZVPD", "elements": ["C", "C", "N", "C", "C", "C", "C", "C", "O", "C", "H", "H", "H", "H", "H", "H", "H", "H", "H", "H", "H", "H", "H", "H", "H", "H", "H", "H", "H", "H", "C", "C", "N", "C", "C", "C", "C", "C", "O", "C", "H", "H", "H", "H", "H", "H", "H", "H", "H", "H", "H", "H", "H", "H", "H", "H", "H", "H", "H", "H", "C", "C", "N", "C", "C", "C", "C", "C", "O", "C", "H", "H", "H", "H", "H", "H", "H", "H", "H", "H", "H", "H", "H", "H", "H", "H", "H", "H", "H", "H", "C", "C", "C", "N", "C", "C", "C", "C", "C", "H", "H", "H", "H", "H", "H", "H", "H", "H", "H", "H", "H", "H", "H", "H", "H", "H", "H", "B", "F", "F", "F", "F", "B", "F", "F", "F", "F", "B", "F", "F", "F", "F"], "positions_angstrom": [[6.068, -9.369, 18.728], [5.863, -10.877, 18.606], [4.739, -11.479, 19.514], [4.716, -13.002, 19.239], [5.137, -11.194, 21.062], [6.555, -11.703, 21.482], [3.365, -10.783, 19.141], [2.061, -11.420, 19.782], [1.935, -12.817, 19.552], [0.825, -13.372, 20.296], [6.678, -9.104, 17.864], [6.492, -8.970, 19.649], [5.136, -8.833, 18.542], [6.798, -11.437, 18.579], [5.424, -11.084, 17.630], [4.167, -13.476, 20.052], [5.782, -13.228, 19.198], [4.188, -13.137, 18.295], [4.409, -11.821, 21.578], [5.070, -10.112, 21.176], [6.743, -11.627, 22.553], [7.324, -11.179, 20.914], [6.597, -12.774, 21.285], [3.274, -10.593, 18.072], [3.625, -9.860, 19.659], [1.187, -10.925, 19.356], [2.025, -11.155, 20.838], [0.735, -14.441, 20.101], [-0.066, -12.954, 19.827], [0.790, -13.362, 21.385], [2.073, -4.383, 14.064], [2.653, -4.561, 15.400], [3.771, -3.572, 15.845], [4.260, -4.179, 17.170], [4.852, -3.694, 14.735], [6.238, -2.934, 14.981], [3.371, -2.096, 15.973], [2.091, -1.779, 16.793], [2.230, -2.006, 18.269], [1.459, -1.110, 19.123], [1.646, -3.393, 13.905], [1.346, -5.163, 13.838], [2.710, -4.647, 13.220], [3.119, -5.539, 15.278], [1.962, -4.647, 16.239], [3.436, -4.477, 17.818], [4.859, -3.441, 17.704], [4.984, -4.953, 16.916], [4.348, -3.303, 13.851], [5.033, -4.742, 14.497], [6.828, -2.815, 14.072], [6.880, -3.506, 15.652], [6.077, -1.971, 15.465], [3.081, -1.845, 14.952], [4.273, -1.545, 16.239], [1.141, -2.189, 16.450], [1.984, -0.695, 16.765], [1.547, -0.061, 18.841], [1.907, -1.202, 20.112], [0.424, -1.440, 19.038], [12.999, -8.698, 15.516], [12.366, -8.664, 16.920], [11.822, -9.978, 17.553], [12.698, -11.197, 17.265], [11.686, -9.839, 19.073], [10.694, -8.650, 19.499], [10.384, -10.315, 16.829], [9.419, -11.179, 17.657], [10.015, -12.400, 17.976], [9.225, -13.194, 18.899], [14.031, -9.046, 15.557], [13.057, -7.699, 15.084], [12.476, -9.376, 14.842], [11.488, -8.018, 16.908], [13.058, -8.193, 17.617], [12.227, -12.105, 17.642], [13.654, -10.976, 17.740], [12.726, -11.234, 16.176], [12.714, -9.672, 19.394], [11.345, -10.781, 19.504], [10.772, -8.220, 20.498], [9.662, -8.768, 19.169], [11.068, -7.754, 19.002], [10.619, -10.648, 15.818], [9.902, -9.337, 16.817], [8.497, -11.482, 17.160], [9.162, -10.786, 18.641], [9.436, -12.991, 19.949], [9.610, -14.206, 18.770], [8.147, -13.203, 18.739], [3.544, -1.772, 23.811], [3.957, -3.148, 23.207], [5.387, -2.998, 22.606], [5.978, -4.405, 22.226], [5.091, -4.976, 21.131], [6.100, -5.338, 23.486], [7.003, -6.429, 23.006], [7.939, -5.830, 21.931], [7.475, -4.331, 21.799], [4.312, -1.434, 24.507], [2.588, -1.981, 24.291], [3.409, -1.096, 22.967], [3.256, -3.521, 22.460], [3.883, -3.921, 23.972], [6.118, -2.630, 23.327], [5.489, -2.468, 21.659], [4.209, -5.340, 21.657], [5.691, -5.731, 20.622], [4.966, -4.134, 20.449], [5.128, -5.768, 23.728], [6.480, -4.697, 24.281], [6.367, -7.214, 22.597], [7.496, -6.928, 23.840], [7.899, -6.276, 20.938], [8.966, -5.903, 22.292], [7.591, -3.885, 20.811], [8.024, -3.798, 22.575], [11.403, -3.224, 20.705], [11.949, -3.460, 21.960], [11.748, -2.063, 20.198], [11.805, -4.085, 19.749], [10.024, -3.300, 20.717], [7.309, -1.864, 18.607], [8.275, -1.388, 19.388], [7.385, -1.392, 17.320], [7.570, -3.206, 18.450], [6.067, -1.710, 19.119], [9.263, -5.816, 17.579], [8.739, -7.124, 17.786], [8.375, -5.074, 16.926], [9.636, -5.360, 18.874], [10.377, -5.716, 16.810]], "atomic_forces_ev_per_a": [[-0.4, -0.2, -0.5], [-1.7, 0.4, -0.5], [1.1, -0.5, 0.3], [0.2, 1.8, 0.4], [0.3, -1.2, -1.2], [-1.0, -0.2, -1.2], [0.7, -0.6, 2.0], [0.8, 0.1, -0.4], [0.3, 0.1, 1.3], [-0.7, -0.6, -1.4], [0.4, 0.3, 0.3], [0.3, -0.3, -0.1], [-0.1, 0.0, 0.1], [-0.3, -0.2, 1.0], [0.2, 0.2, -0.3], [0.3, -0.1, -0.3], [-0.4, -0.7, -0.1], [0.3, -0.2, 0.1], [-0.3, 0.7, 0.3], [-0.4, -0.2, 0.2], [-0.3, 0.5, -0.1], [0.1, -0.1, 0.2], [0.2, 0.0, -0.2], [0.4, -0.5, 0.0], [-1.1, 0.5, -0.4], [0.1, 0.4, -0.3], [0.2, -0.3, 0.3], [0.5, 0.0, -0.5], [-0.3, 0.2, 0.6], [0.6, 1.0, 0.1], [-1.0, 0.6, -1.7], [1.1, -0.3, 0.8], [0.2, -1.6, 0.1], [1.0, 1.1, -0.4], [1.3, 1.3, -0.2], [-1.3, -0.9, 0.7], [-1.4, -1.2, -0.2], [0.9, 0.9, 2.9], [0.2, 0.0, -1.5], [0.6, -0.9, -1.2], [-0.2, -0.1, -0.2], [-0.7, 0.2, 0.8], [0.8, 0.6, 0.3], [0.6, 0.0, 0.9], [-0.2, 0.4, -0.3], [0.0, 0.0, -0.4], [0.0, 0.3, 0.0], [-0.4, -0.3, 0.1], [0.1, 0.3, 0.1], [-0.1, -0.1, 0.6], [-0.5, 0.0, -0.2], [-0.1, 0.0, 0.3], [0.2, 0.0, -0.2], [0.2, 0.3, -0.1], [-0.3, -0.1, 0.4], [0.2, -0.5, -0.3], [0.0, 0.2, -0.7], [0.1, 0.0, -0.3], [-0.4, -0.2, 0.0], [-0.2, 0.3, 0.6], [0.2, -1.0, 0.6], [-0.6, 0.5, -0.1], [-1.7, -1.6, -0.9], [-0.4, 1.3, -0.1], [-1.3, 1.5, 0.5], [1.8, 0.1, -1.2], [0.5, 1.5, 1.8], [0.8, -0.8, 0.5], [-0.1, -1.9, 0.9], [1.6, -0.5, -0.5], [0.0, -0.1, 0.1], [-0.4, 0.0, 0.2], [-0.2, 0.2, -0.2], [0.1, 0.2, 0.0], [0.0, -0.4, 0.2], [0.1, 0.3, 0.1], [0.1, -0.3, -0.3], [0.6, -0.2, 0.2], [-0.1, 0.2, 0.2], [0.1, -0.2, -0.4], [0.0, -1.1, 0.5], [0.2, -0.1, 0.2], [-0.3, 0.1, -0.5], [-0.1, -0.2, 0.3], [0.0, 0.2, -0.4], [-0.2, 0.9, -0.8], [-0.2, 1.1, -0.2], [0.0, 0.7, 0.1], [-0.3, -0.1, -0.2], [0.0, 0.3, -0.4], [-0.3, -1.6, -0.9], [1.0, 0.8, -0.2], [0.4, -2.4, 0.1], [0.2, 0.4, 1.2], [1.7, 0.5, 1.0], [-0.8, 0.9, -1.5], [0.2, -0.8, -0.4], [-0.2, 1.0, 0.0], [0.0, -1.3, 0.5], [-0.3, 0.2, 0.0], [0.0, 0.6, 0.3], [0.0, 0.4, 0.4], [-0.1, 0.5, -0.3], [0.6, 0.1, 0.3], [-0.2, 0.3, 0.0], [-0.3, 0.5, 0.2], [-0.1, 0.0, -0.7], [-0.4, -0.2, 0.0], [-0.5, -0.2, -0.1], [-0.1, 0.5, 0.2], [0.0, -0.2, 0.0], [-0.1, -0.1, -0.3], [0.3, 0.3, 0.0], [0.0, -0.3, 0.2], [0.0, 0.4, -0.4], [0.1, 0.1, 0.0], [-0.3, 0.6, -0.3], [-0.8, -0.8, -0.4], [0.3, -0.4, 1.0], [1.2, 4.6, -0.3], [1.5, -3.2, -1.1], [-2.1, -0.3, 1.4], [2.1, -1.3, -1.1], [1.0, 1.7, 1.6], [-0.6, 1.7, -1.8], [-0.7, -2.5, 0.4], [-3.0, 0.5, 1.2], [1.3, 1.3, 2.4], [-0.3, -1.6, -0.4], [-2.9, 1.0, -0.9], [-0.9, -0.7, -0.4], [2.2, -1.6, -1.2]], "total_charge": 1, "lumo_ev": -2.9042}